1.
Formula: C45H24I4MoN5Se
Source: the Open Molecules 2025 dataset
Level of theory: the ωB97M-V functional and the def2-TZVPD basis

net charge	+1
E_HOMO (spin up / spin down)	-10.40 / -10.39	eV
spin multiplicity	3
expectation value of S²	2.029
LUMO energy (spin up / spin down)	-4.9 / -4.7	eV

Geometry as XYZ:
```
80
Properties=species:S:1:pos:R:3:lowdin_spin:R:1
C -1.599 -2.790 -0.134 0.01
H -3.489 -3.943 -0.022 0.00
C 2.020 1.706 -2.716 0.00
C 6.970 -1.501 3.313 0.00
H 0.213 2.933 -4.571 0.00
Se 2.549 -4.345 -4.480 0.07
N -1.174 -1.738 -0.941 0.00
H -0.739 -6.105 0.401 0.00
C -3.595 -0.739 -4.930 0.00
I 4.722 6.561 -5.788 0.00
C -2.269 -0.520 -2.825 0.00
C -2.779 -6.553 3.058 0.00
H 5.389 0.630 0.211 0.00
C -5.843 0.332 -3.703 0.00
C 5.990 -0.578 3.653 0.00
H -2.160 1.697 -4.632 0.00
H -4.256 -2.359 -2.036 0.00
H 0.815 -4.461 2.933 0.00
C 1.910 -3.241 -3.343 0.05
H 2.841 1.782 -5.287 0.00
C 4.058 1.455 -1.320 0.00
C -1.362 -5.858 1.252 0.00
C 2.892 4.051 -2.779 0.00
N 2.286 0.070 -0.851 0.00
H 5.509 -2.893 0.601 0.00
C -2.957 -5.229 3.437 0.00
I -7.655 0.173 -6.115 0.00
H 3.195 -3.215 3.000 0.00
H -3.574 -4.983 4.289 0.00
C -1.535 -4.529 1.621 0.00
H 7.566 -3.053 1.953 0.00
C 2.389 -3.079 2.298 0.01
H 4.646 2.211 -1.813 0.00
C 6.801 -2.335 2.216 0.00
N 0.048 0.256 -2.610 0.02
H 2.606 4.164 -1.740 0.00
C -0.861 -3.444 0.849 -0.01
C -5.891 -0.055 -5.035 0.00
C -2.334 -4.221 2.715 0.00
N 1.461 -2.466 -2.546 -0.01
C -3.536 -0.362 -3.592 0.00
C 5.644 -2.242 1.456 0.00
H -4.809 -0.894 -6.689 0.00
C 4.438 0.652 -0.295 0.00
H -6.716 0.756 -3.226 0.00
C 4.658 -1.319 1.785 0.00
C 4.838 -0.489 2.885 0.00
I 8.703 -1.635 4.456 0.00
H -2.719 -1.158 -5.409 0.00
C 3.354 -0.221 -0.004 0.01
C -4.667 0.174 -2.986 0.00
C 2.399 -2.129 1.217 0.02
C -2.929 -3.150 -0.488 0.00
H 3.648 6.050 -2.933 0.00
C 3.837 4.971 -4.781 0.00
H 6.122 0.067 4.510 0.00
H -1.846 -7.904 1.675 0.00
C -1.283 1.416 -4.075 0.01
H 4.072 0.231 3.149 0.00
C -4.769 -0.592 -5.652 0.00
H -4.628 0.479 -1.947 0.00
C 3.415 -1.223 0.962 0.00
N 1.222 -2.209 0.520 0.02
C -3.317 -2.345 -1.509 0.01
C -1.206 0.312 -3.164 0.02
Mo 0.769 -1.219 -1.292 1.68
C 0.453 -3.142 1.165 0.02
C 3.609 3.774 -5.445 0.00
C 0.742 1.325 -3.116 0.01
C 3.016 2.718 -4.771 0.00
C 1.192 -3.705 2.264 0.01
C -0.081 2.041 -4.044 0.01
C -1.983 -6.872 1.967 0.00
H 3.893 3.663 -6.483 0.00
C 2.657 2.845 -3.432 0.00
C 3.477 5.114 -3.447 0.00
I -3.714 -8.069 4.134 0.00
C -2.237 -1.465 -1.807 0.01
H -2.471 -3.188 3.010 0.00
C 2.726 1.107 -1.679 0.01
```

2.
Formula: C39H36Cl2FIN3O3PRu
Source: the Open Molecules 2025 dataset
Level of theory: the ωB97M-V functional and the def2-TZVPD basis

net charge	+3
E_HOMO (spin up / spin down)	-13.77 / -14.38	eV
spin multiplicity	6
expectation value of S²	8.800
LUMO energy (spin up / spin down)	-6.9 / -8.1	eV

Geometry as XYZ:
```
87
Properties=species:S:1:pos:R:3:lowdin_spin:R:1
C 5.154 -5.394 3.270 0.01
H -2.820 -1.232 1.596 0.00
H 6.204 -6.678 4.638 0.00
H -4.651 3.301 -4.402 0.00
H 0.268 -3.264 4.879 0.00
C -1.763 -3.025 4.261 0.01
Cl 3.183 -1.762 -1.884 0.06
C -0.718 2.477 -0.171 0.00
C 1.678 1.086 3.181 0.07
C 5.524 -5.843 4.545 0.00
H 1.887 3.179 3.811 0.01
H 1.781 -2.739 -3.514 0.00
H 4.325 3.304 3.524 0.00
C -1.258 -0.006 -3.432 0.00
C 1.066 1.017 0.780 0.02
C 5.042 -5.198 5.643 0.00
H -2.359 4.655 -1.844 0.00
C -2.376 4.064 -0.930 0.00
N -3.326 2.199 -5.607 0.00
H -2.980 3.419 -3.307 0.00
C 2.276 -3.106 -2.622 0.01
N -3.777 3.862 -7.602 0.00
H 5.574 -5.879 2.399 0.00
C -2.638 -2.453 3.350 0.01
C -3.962 2.426 -7.968 0.00
C 2.458 2.320 3.484 0.20
C 0.106 -1.984 3.153 0.03
C 3.683 -3.481 6.691 0.00
C 3.800 2.378 3.329 0.01
H -3.545 2.236 -8.954 0.00
H -0.586 3.170 0.650 0.00
H -3.701 -2.629 3.435 0.00
H 2.964 -3.912 -2.848 0.00
H -2.208 1.432 -7.199 0.00
H 4.035 -3.853 7.645 0.00
H -4.077 5.053 -5.885 0.00
C 2.757 -2.598 4.210 0.02
C 2.826 -2.420 6.637 0.00
H -2.142 -3.668 5.045 0.00
H -1.875 4.656 -0.167 0.00
N -1.589 2.836 -1.122 0.00
H -3.723 0.569 -6.947 0.00
H -4.068 4.475 -8.364 0.00
H 5.604 1.300 2.789 0.02
H -0.818 -0.992 -3.466 0.00
I 4.061 -3.785 1.072 0.15
H -4.349 4.701 -0.370 0.00
C -4.544 4.190 -6.353 0.00
C -0.781 -1.446 2.211 0.03
H 4.489 -0.885 2.632 0.00
O 0.779 1.387 2.007 0.07
H -4.330 3.155 -1.233 0.00
Ru 1.794 -1.935 0.321 3.31
H -5.032 2.231 -8.012 0.00
H 1.679 -1.155 5.354 0.00
C -0.398 -2.797 4.168 0.01
P 1.885 -1.822 2.800 0.14
C -1.741 2.036 -2.249 0.00
C -2.495 2.456 -3.349 0.00
C -1.983 0.436 -4.500 0.00
C 4.141 -4.115 5.518 0.00
H -5.422 2.334 -5.638 0.00
C 2.533 -0.124 2.988 0.27
H 2.489 -1.929 7.539 0.00
C -3.807 3.765 -0.496 0.00
C -0.004 1.311 -0.191 0.01
C 3.892 -0.001 2.834 0.01
C 4.538 1.230 2.955 0.30
O 0.204 -0.839 -1.170 0.06
H -5.563 4.453 -6.631 0.00
H 0.913 0.920 3.943 0.02
F -2.104 -0.399 -5.547 0.00
C -0.242 0.327 -1.210 0.01
C -2.143 -1.663 2.321 0.00
H -3.816 3.241 0.460 0.00
C -3.256 1.555 -6.926 0.00
C 4.292 -4.343 3.129 0.01
C 2.371 -1.987 5.390 0.01
C -4.551 2.965 -5.428 0.00
C 3.701 -3.665 4.226 0.00
H -2.782 4.027 -7.444 0.00
H -0.409 -0.847 1.386 0.01
C -2.624 1.697 -4.510 0.00
Cl 1.053 -3.688 -1.471 0.06
H 5.349 -5.499 6.637 0.00
O 2.075 0.423 0.423 0.06
C -1.099 0.787 -2.293 0.00
```

3.
Formula: C6H8FNO2
Source: the Open Molecules 2025 dataset
Level of theory: the ωB97M-V functional and the def2-TZVPD basis

E_HOMO	-8.68	eV
SMILES	C=C/C=[N+](\[O-])OC/C=C/F
LUMO energy	0.2	eV

Geometry as XYZ:
```
18
Properties=species:S:1:pos:R:3:nbo_charge:R:1
O -1.250 0.446 -1.894 -0.47
C 0.748 0.367 -0.707 -0.08
F 0.174 -0.549 2.801 -0.36
H 2.724 2.212 0.109 0.20
H 1.335 -0.382 -0.248 0.24
H -0.082 2.208 -0.870 0.22
O -0.343 -1.501 -1.394 -0.38
H -1.498 -2.909 -0.430 0.21
N -0.276 -0.092 -1.380 0.37
H 1.506 3.606 -0.139 0.20
C -0.468 -0.601 1.594 0.25
C 0.764 1.760 -0.556 -0.26
H -0.287 -2.701 1.573 0.24
C -1.211 -1.892 -0.295 -0.13
C 1.768 2.549 -0.180 -0.33
H -2.217 -1.236 -0.399 0.21
C -0.568 -1.767 1.059 -0.35
H -0.820 0.483 1.356 0.21
```

4.
Formula: C35H24IrN5S5
Source: the Open Molecules 2025 dataset
Level of theory: the ωB97M-V functional and the def2-TZVPD basis

net charge	-2
E_HOMO	-1.96	eV
LUMO energy	4.0	eV

Geometry as XYZ:
```
70
Properties=species:S:1:pos:R:3:nbo_charge:R:1
C 0.194 -0.747 -1.961 -0.11
C 1.466 2.962 -0.087 -0.15
C 0.855 0.708 -5.582 -0.24
N 5.455 4.530 5.414 -0.37
C -4.352 -2.304 0.219 -0.23
H -1.446 1.634 -1.129 0.21
H -2.246 0.044 2.422 0.23
H -1.163 1.279 1.175 0.19
C -1.272 -0.128 -6.346 -0.26
H -5.955 -0.885 0.466 0.19
C 2.495 3.169 7.012 0.31
C -4.158 -0.299 1.502 -0.20
C 2.665 1.255 3.228 -0.08
C -0.751 -5.587 2.555 -0.19
Ir 0.695 -0.516 1.483 0.49
N 0.497 -0.396 -3.170 -0.34
C -0.078 1.399 1.185 -0.49
C 1.162 1.093 -6.875 -0.21
C 0.307 2.184 -0.038 -0.04
S -3.389 -0.466 -3.972 -0.27
H 0.510 1.184 -8.923 0.20
C 2.562 2.535 5.730 -0.19
H 1.206 4.269 -3.208 0.19
H -4.585 0.616 1.898 0.20
H 0.787 1.390 6.065 0.22
C 3.625 2.197 3.590 -0.22
H 2.132 2.964 0.766 0.21
C -0.371 0.097 -5.309 0.23
S 2.776 0.418 1.701 -0.10
S -1.517 -0.989 -1.730 0.46
H 2.701 4.283 -1.229 0.19
C 1.614 0.957 4.139 -0.22
C -0.945 0.265 -7.637 -0.21
H 1.551 0.868 -4.773 0.26
C 1.588 1.611 5.371 -0.17
N 2.438 3.681 8.042 -0.37
C 4.619 3.780 5.158 0.31
C -2.240 -1.777 1.304 0.17
C 0.932 -3.567 1.724 -0.29
N -0.634 -0.297 -3.967 -0.27
H 4.417 2.433 2.890 0.22
C -3.037 -2.621 0.511 -0.23
N -0.895 -2.015 1.562 -0.71
C -0.449 -3.283 1.812 0.28
H 1.615 -2.787 1.401 0.21
H -0.886 2.932 -3.139 0.20
H -1.423 -6.366 2.900 0.19
S 0.382 -0.204 3.739 -0.10
H -2.594 -3.517 0.094 0.21
C -1.826 -0.557 -3.381 -0.11
C -0.214 2.943 -2.288 -0.22
C -1.273 -4.340 2.265 -0.33
C 0.266 0.878 -7.913 -0.24
H -2.331 -4.163 2.402 0.21
C 1.788 3.699 -1.216 -0.24
H 1.010 -6.834 2.659 0.19
H -4.924 -2.963 -0.424 0.20
H -1.657 0.080 -8.433 0.20
C 1.439 -4.817 2.024 -0.19
H 2.117 1.567 -7.068 0.20
S 1.389 -1.004 -0.755 -0.15
C -2.842 -0.612 1.799 -0.26
C 0.952 3.692 -2.326 -0.25
H 2.507 -4.981 1.929 0.20
C 0.609 -5.854 2.432 -0.31
C -4.930 -1.138 0.709 -0.28
H -2.216 -0.603 -6.141 0.25
C 3.596 2.836 4.825 -0.18
C -0.530 2.208 -1.154 -0.22
H 0.206 1.971 2.070 0.19
```

Computed largest force on an atom, in the same sequence as the records: 0.143 0.572 4.240 0.644 eV Å⁻¹.